Density functional theory data (wB97M-V/def2-TZVPD) for a 14-piece molecular cluster, C33H80Cl13NO16 overall at a distorted geometry.

Properties
energy above the lowest of the compared OMol25 structures with the same formula, charge and spin: 156.89 kcal per mole

Bonds (Å) are listed after each position.
Geometry (Å):
1 Cl 1.922 -6.442 6.768  C53 1.770
2 Cl 2.876 8.717 0.536  C40 1.755
3 Cl 3.729 3.306 4.978  C38 1.807
4 Cl 10.829 1.719 -3.134  C36 1.854
5 Cl 5.713 2.228 2.493  C52 1.798
6 Cl 5.004 -9.658 6.159  C56 1.827
7 Cl -7.963 -2.906 -4.074  C33 1.763
8 Cl 1.132 6.768 -5.071  C34 1.792
9 Cl 2.582 10.543 -6.774  C41 1.794
10 Cl -6.427 -0.774 -6.101  C37 1.719
11 Cl -2.139 -9.384 -1.422  O14 1.407, O15 1.479, O18 1.404, O25 1.474
12 Cl 8.494 5.083 -4.906  C46 1.811
13 Cl 0.661 11.544 2.760  C43 1.784
14 O -1.515 -10.345 -2.239  Cl11 1.407
15 O -2.925 -10.079 -0.380  Cl11 1.479
16 O -2.556 -0.202 8.927  C39 1.427, H115 0.960
17 O -5.842 9.305 -0.155  C47 1.443, H92 0.960
18 O -1.191 -8.651 -0.692  Cl11 1.404
19 O 6.970 -7.996 -8.830  C63 1.403, H97 0.960
20 O 5.728 -5.827 -1.194  C44 1.456, H96 0.960
21 O 8.999 -6.779 -7.491  C54 1.440, H78 0.960
22 O -4.583 -0.372 11.103  C42 1.411, H126 0.960
23 O -7.149 6.608 -0.504  C59 1.398, H103 0.960
24 O -6.103 -6.597 4.391  C61 1.398, H82 0.960
25 O -2.879 -8.340 -2.156  Cl11 1.474
26 O -4.964 6.380 6.118  C55 1.396, H68 0.960
27 O 5.432 -8.579 -0.853  C60 1.404, H91 0.960
28 O -5.965 9.848 5.668  C58 1.473, H79 0.960
29 O -7.757 -9.051 4.147  C57 1.438, H101 0.960
30 N -0.367 -0.790 -0.477  C32 1.521, C48 1.622, C50 1.543, C51 1.536
31 C -2.532 0.303 -0.130  C35 1.500, C50 1.509, H98 1.090, H100 1.090
32 C 0.286 -1.430 0.738  N30 1.521, H86 1.090, H134 1.090, H142 1.090
33 C -7.546 -3.177 -5.765  Cl7 1.763, C37 1.498, H108 1.090, H114 1.090
34 C 1.098 8.402 -5.806  Cl8 1.792, C41 1.551, H66 1.090, H130 1.090
35 C -1.464 1.237 0.358  C31 1.500, C51 1.545, H124 1.090, H135 1.090
36 C 9.415 2.671 -3.863  Cl4 1.854, C46 1.557, H75 1.090, H88 1.090
37 C -7.538 -1.966 -6.648  Cl10 1.719, C33 1.498, H67 1.090, H120 1.090
38 C 5.521 3.537 4.936  Cl3 1.807, C52 1.576, H80 1.090, H109 1.090
39 C -3.757 -0.973 8.945  O16 1.427, C42 1.527, H89 1.090, H136 1.090
40 C 1.723 9.451 1.637  Cl2 1.755, C43 1.502, H77 1.090, H129 1.090
41 C 2.510 8.815 -6.300  Cl9 1.794, C34 1.551, H116 1.090, H140 1.090
42 C -4.912 -0.357 9.731  O22 1.411, C39 1.527, H113 1.090, H137 1.090
43 C 1.814 10.946 1.537  Cl13 1.784, C40 1.502, H110 1.090, H111 1.090
44 C 5.389 -6.683 -2.321  O20 1.456, C60 1.518, H90 1.090, H107 1.090
45 C 1.823 -0.125 -4.650  C62 1.527, H64 1.090, H74 1.090, H87 1.090
46 C 9.866 4.116 -4.227  Cl12 1.811, C36 1.557, H119 1.090, H138 1.090
47 C -7.089 8.933 -0.778  O17 1.443, C59 1.517, H73 1.090, H128 1.090
48 C 0.324 -1.452 -1.787  N30 1.622, C49 1.552, H69 1.090, H125 1.090
49 C -0.217 -0.924 -3.143  C48 1.552, C62 1.548, H106 1.090, H143 1.090
50 C -1.893 -1.020 -0.477  N30 1.543, C31 1.509, H121 1.090, H131 1.090
51 C -0.233 0.740 -0.433  N30 1.536, C35 1.545, H65 1.090, H70 1.090
52 C 6.341 2.434 4.164  Cl5 1.798, C38 1.576, H72 1.090, H105 1.090
53 C 3.531 -7.173 6.689  Cl1 1.770, C56 1.570, H84 1.090, H94 1.090
54 C 8.647 -6.164 -8.744  O21 1.440, C63 1.571, H76 1.090, H85 1.090
55 C -5.114 7.589 5.437  O26 1.396, C58 1.560, H81 1.090, H123 1.090
56 C 3.478 -8.737 6.560  Cl6 1.827, C53 1.570, H112 1.090, H132 1.090
57 C -8.080 -7.743 4.648  O29 1.438, C61 1.513, H95 1.090, H102 1.090
58 C -5.534 8.685 6.464  O28 1.473, C55 1.560, H93 1.090, H141 1.090
59 C -6.952 7.594 -1.476  O23 1.398, C47 1.517, H99 1.090, H139 1.090
60 C 5.804 -8.131 -2.131  O27 1.404, C44 1.518, H71 1.090, H118 1.090
61 C -7.392 -6.656 3.852  O24 1.398, C57 1.513, H83 1.090, H133 1.090
62 C 0.640 -1.064 -4.425  C45 1.527, C49 1.548, H122 1.090, H127 1.090
63 C 7.246 -6.680 -9.233  O19 1.403, C54 1.571, H104 1.090, H117 1.090
64 H 2.672 -0.282 -3.985  C45 1.090
65 H -0.344 1.036 -1.477  C51 1.090
66 H 0.628 9.109 -5.123  C34 1.090
67 H -7.255 -2.226 -7.668  C37 1.090
68 H -4.144 6.398 6.617  O26 0.960
69 H 1.404 -1.390 -1.653  C48 1.090
70 H 0.709 1.230 -0.188  C51 1.090
71 H 5.517 -8.727 -2.997  C60 1.090
72 H 7.429 2.475 4.217  C52 1.090
73 H -8.003 8.885 -0.187  C47 1.090
74 H 1.360 0.859 -4.569  C45 1.090
75 H 8.628 2.872 -3.136  C36 1.090
76 H 8.697 -5.078 -8.670  C54 1.090
77 H 0.721 9.123 1.359  C40 1.090
78 H 9.009 -7.718 -7.689  O21 0.960
79 H -5.949 10.485 6.386  O28 0.960
80 H 5.908 3.747 5.933  C38 1.090
81 H -4.214 7.827 4.869  C55 1.090
82 H -5.518 -7.050 3.780  O24 0.960
83 H -7.444 -6.740 2.766  C61 1.090
84 H 4.012 -6.795 7.590  C53 1.090
85 H 9.368 -6.417 -9.521  C54 1.090
86 H 0.590 -2.466 0.586  C32 1.090
87 H 2.182 -0.086 -5.679  C45 1.090
88 H 8.998 2.121 -4.707  C36 1.090
89 H -3.446 -1.946 9.325  C39 1.090
90 H 5.923 -6.261 -3.173  C44 1.090
91 H 4.760 -7.953 -0.573  O27 0.960
92 H -6.000 9.186 0.784  O17 0.960
93 H -4.701 8.923 7.125  C58 1.090
94 H 4.185 -6.898 5.861  C53 1.090
95 H -7.855 -7.579 5.702  C57 1.090
96 H 6.673 -5.748 -1.045  O20 0.960
97 H 7.315 -8.554 -9.531  O19 0.960
98 H -3.459 0.274 0.443  C31 1.090
99 H -7.723 7.627 -2.246  C59 1.090
100 H -2.879 0.669 -1.097  C31 1.090
101 H -6.887 -9.240 4.507  O29 0.960
102 H -9.152 -7.605 4.509  C57 1.090
103 H -8.094 6.441 -0.540  O23 0.960
104 H 7.163 -6.827 -10.310  C63 1.090
105 H 6.147 1.493 4.679  C52 1.090
106 H -1.149 -1.488 -3.191  C49 1.090
107 H 4.303 -6.622 -2.385  C44 1.090
108 H -6.520 -3.544 -5.748  C33 1.090
109 H 5.688 4.459 4.379  C38 1.090
110 H 2.831 11.265 1.764  C43 1.090
111 H 1.445 11.244 0.556  C43 1.090
112 H 3.129 -9.219 7.473  C56 1.090
113 H -5.107 0.638 9.331  C42 1.090
114 H -8.193 -3.944 -6.190  C33 1.090
115 H -2.000 -0.522 9.640  O16 0.960
116 H 3.032 8.796 -5.343  C41 1.090
117 H 6.430 -6.053 -8.873  C63 1.090
118 H 6.891 -8.167 -2.065  C60 1.090
119 H 10.442 4.018 -5.146  C46 1.090
120 H -8.461 -1.442 -6.897  C37 1.090
121 H -2.014 -1.848 0.221  C50 1.090
122 H 0.001 -1.165 -5.303  C62 1.090
123 H -5.867 7.595 4.649  C55 1.090
124 H -1.292 1.108 1.426  C35 1.090
125 H -0.106 -2.449 -1.698  C48 1.090
126 H -3.728 0.054 11.195  O22 0.960
127 H 1.043 -2.076 -4.451  C62 1.090
128 H -7.436 9.820 -1.309  C47 1.090
129 H 1.845 9.031 2.636  C40 1.090
130 H 0.433 8.441 -6.669  C34 1.090
131 H -2.383 -1.421 -1.364  C50 1.090
132 H 2.738 -9.008 5.807  C56 1.090
133 H -7.716 -5.625 3.995  C61 1.090
134 H -0.346 -1.287 1.615  C32 1.090
135 H -1.502 2.297 0.110  C35 1.090
136 H -4.094 -1.084 7.915  C39 1.090
137 H -5.755 -1.031 9.577  C42 1.090
138 H 10.342 4.681 -3.425  C46 1.090
139 H -6.044 7.449 -2.061  C59 1.090
140 H 2.878 8.214 -7.131  C41 1.090
141 H -6.365 8.305 7.059  C58 1.090
142 H 1.279 -1.002 0.871  C32 1.090
143 H -0.550 0.112 -3.197  C49 1.090